(1)
Entry from the Open Molecules 2025 dataset: a structure of composition C10H24ClI2OP2Pm in a non-equilibrium geometry (ωB97M-V/def2-TZVPD).

```
41
Properties=species:S:1:pos:R:3:forces:R:3:nbo_charge:R:1
I -0.977502 2.704662 -4.346085 1.0 0.2 0.6 0.091
I 1.401114 2.952107 -2.945891 -1.0 -0.2 -0.4 -0.043
Pm 0.708644 0.025539 1.193274 -1.1 -1.1 0.2 1.605
P 1.189523 -1.738363 -0.954055 0.3 -1.9 -0.6 0.801
C 1.421663 -1.464687 -2.731482 0.2 0.6 -0.6 -0.946
C 2.765744 -2.441683 -0.354123 0.2 0.0 -0.1 -0.949
H -0.446711 -3.271839 0.018424 0.2 -0.2 -0.3 0.268
H 0.496192 -4.115158 -1.263980 -0.1 0.7 0.0 0.274
H -0.817915 -2.932963 -1.674863 0.4 -0.1 0.2 0.258
C 0.006537 -3.162839 -0.976622 -0.4 0.2 0.4 -0.920
H 2.751644 -2.518554 0.738830 0.0 -0.2 -0.1 0.240
H 2.963740 -3.441314 -0.770056 -0.1 0.3 0.1 0.283
H 1.916405 -2.332496 -3.224107 -0.4 0.5 0.5 0.281
H 2.014281 -0.553750 -2.903535 0.0 -0.4 0.0 0.259
H 3.592345 -1.774832 -0.625117 -0.1 -0.1 0.0 0.257
H 0.451827 -1.271499 -3.222674 0.3 -0.2 0.3 0.265
C -0.767696 0.283826 -0.797124 -2.2 0.4 -5.0 0.422
O -1.347724 0.470584 -1.799528 2.3 -0.9 4.6 -0.413
Cl -0.504490 -1.922549 2.365454 0.8 1.3 -0.7 -0.502
C -2.281476 1.192923 3.701228 0.2 0.0 0.2 -0.626
C -2.581531 1.872577 2.382610 -0.1 -0.7 0.0 -0.693
P -1.260585 1.932913 1.108919 -1.1 2.0 1.3 0.827
C -2.140468 3.008311 -0.105948 0.0 -0.2 -0.8 -0.695
C -2.895347 4.217388 0.479843 -0.2 0.5 0.0 -0.616
C 0.164573 3.009803 1.733597 -0.7 -0.6 -0.1 -0.694
C -0.294568 4.264519 2.497447 0.4 0.4 0.6 -0.618
H -2.048313 0.133481 3.534021 -0.1 0.2 0.4 0.227
H -3.163093 1.296281 4.356455 0.4 -0.3 -0.2 0.260
H -1.451603 1.707495 4.204145 -0.1 -0.3 0.1 0.205
H -3.400071 1.301835 1.887130 0.3 0.7 0.1 0.263
H -2.865433 2.906882 2.569938 -0.2 -0.2 -0.2 0.256
H -1.398696 3.327894 -0.870329 -0.5 -0.1 0.4 0.256
H -2.862573 2.355098 -0.619490 0.3 0.0 0.0 0.258
H -2.157119 4.904898 0.904282 -0.7 0.1 -0.3 0.210
H -3.479256 4.740367 -0.304033 0.6 -0.3 0.2 0.261
H -3.647871 4.000020 1.259313 0.5 -0.2 -0.5 0.228
H 0.856170 2.381258 2.358004 -0.4 0.5 0.1 0.184
H 0.731539 3.240393 0.824590 0.1 0.3 0.0 0.253
H -1.049421 4.067469 3.277346 0.4 -0.2 -0.3 0.231
H 0.572703 4.721686 2.993936 -0.2 -0.1 -0.1 0.254
H -0.728648 5.036068 1.855351 0.4 -0.4 0.0 0.238
```
Forces are in eV/Å.

Calculated values
Frontier orbital gap (spin up / spin down), eV: 6.7 / 6.9
Multiplicity: 5
Total charge: +2
HOMO (spin up / spin down), hartree: -0.5451 / -0.5451
Expectation value of S²: 6.011

---

(2)
Entry from the Open Molecules 2025 dataset: a structure of composition C22H31N3O4 in a non-equilibrium geometry (ωB97M-V/def2-TZVPD).

```
60
Properties=species:S:1:pos:R:3:forces:R:3:nbo_charge:R:1
C -8.185549 -0.335708 -1.237575 10.3 1.4 1.3 -0.208
H -8.465130 -0.545409 -0.319748 -0.7 -0.7 4.9 0.174
O -7.227834 0.877059 -1.364617 -6.6 -3.2 -1.3 -0.460
C -6.193512 0.717457 -0.622814 -3.5 -0.7 -2.5 0.258
C -5.417001 1.712644 -0.809073 6.8 9.2 2.7 -0.264
C -4.327092 1.852002 0.116419 0.4 0.0 -1.7 -0.126
C -3.959270 0.746546 1.025211 6.9 12.4 -2.1 -0.341
C -4.688857 -0.237055 0.796562 -3.8 -4.0 1.0 0.291
C -5.909172 -0.294500 0.097268 2.6 -6.2 4.0 -0.357
H -6.399618 -1.267997 0.265943 -0.2 0.9 -0.4 0.241
O -4.457577 -1.178238 1.683198 -2.3 -5.5 0.9 -0.494
C -3.321290 -1.322637 2.315481 6.0 -4.4 4.6 -0.072
C -1.964323 -1.633912 1.455768 -6.1 4.0 15.8 0.228
C -1.756508 -1.704057 0.302351 2.3 -3.3 -15.9 -0.331
C -0.389334 -1.627033 -0.046186 -3.0 3.4 13.9 0.008
N 0.097380 -1.236280 1.327957 6.2 -1.1 -7.2 -0.015
O -0.781152 -1.262396 2.180008 -5.0 -0.7 0.2 -0.199
C 0.241562 -1.993377 -1.135634 6.6 3.1 -4.0 0.577
O -0.242908 -2.536428 -2.061211 -3.4 -3.5 -2.2 -0.592
N 1.475198 -1.411083 -1.388761 0.9 -2.0 -5.6 -0.417
C 1.995977 -1.780961 -2.903827 3.5 3.5 6.5 -0.393
H 2.322789 -0.784968 -3.129679 0.2 0.2 -1.3 0.184
H 2.824651 -2.413169 -2.679565 0.4 -0.8 -0.6 0.198
H 1.170919 -2.129645 -3.247181 -4.5 -2.3 -3.5 0.226
C 2.288355 -0.430366 -0.877698 1.8 -9.3 11.0 -0.027
C 2.328900 0.883346 -1.097567 -3.0 5.1 -2.7 -0.457
H 1.219528 1.004244 -1.183143 0.4 1.5 -0.2 0.229
H 2.764934 1.120318 -2.093144 0.0 0.2 0.6 0.212
C 2.903264 1.730291 0.020504 5.7 -1.3 -6.8 0.071
N 4.339245 1.174983 0.226089 -3.2 3.5 -2.6 -0.683
H 4.818580 1.908956 0.762804 0.3 -1.5 0.0 0.387
C 4.481683 -0.214267 0.348359 4.1 4.0 9.0 0.138
C 3.779387 -1.004839 -0.526030 -3.7 -5.1 -4.1 -0.447
H 3.781408 -2.221531 -0.275575 -0.2 3.3 -0.2 0.237
H 4.198488 -0.990717 -1.512829 1.1 0.1 -0.7 0.204
C 6.060554 -0.238149 0.332541 -0.7 -6.5 1.9 -0.596
H 6.267744 -1.495265 0.199618 -0.1 3.0 1.1 0.175
H 6.583411 0.107053 1.325400 -1.0 -0.3 -2.5 0.242
H 6.323105 -0.037149 -0.661853 1.0 1.6 -0.9 0.226
C 4.023475 -0.454444 2.010897 1.4 -5.1 -0.6 -0.687
H 4.660936 0.044536 2.778973 -0.6 0.4 -1.0 0.209
H 2.927311 -0.526337 2.313351 1.4 0.5 -0.7 0.226
H 4.429687 -1.616344 2.168474 -1.2 2.5 -0.1 0.187
C 3.169332 2.994769 -0.721853 6.3 1.7 2.4 -0.572
H 3.797073 3.092402 -1.658776 0.2 -1.6 1.2 0.224
H 2.437965 3.490342 -1.118899 -5.4 2.8 -1.2 0.202
H 3.739779 3.719059 0.008753 -1.1 -0.9 -1.2 0.179
C 2.264318 1.843820 1.212057 -0.9 13.6 -0.6 -0.494
H 1.775406 1.154043 1.478142 -6.0 -10.0 4.7 0.192
H 1.154176 2.696180 0.986240 2.9 -2.2 0.4 0.128
H 2.753612 2.533505 1.891482 0.2 -0.7 0.6 0.229
H 1.868250 -0.639431 0.301363 1.1 1.5 -2.4 0.241
H -2.293231 -2.057635 -0.567911 -1.2 0.3 0.5 0.276
H -3.084630 -0.661269 3.221454 -0.3 0.1 -1.9 0.203
H -3.166582 -2.414957 3.113976 -1.7 2.6 -2.5 0.184
H -2.903065 1.043368 1.618233 -3.4 -1.7 -1.4 0.258
H -3.674469 2.759677 -0.053165 -0.8 -1.1 0.8 0.210
H -5.839139 2.720035 -1.220908 1.0 -2.3 0.1 0.233
H -7.700548 -1.131348 -1.681497 1.0 -1.7 -0.9 0.179
H -8.920563 -0.097736 -1.688148 -9.4 3.2 -6.3 0.166
```
Forces are in eV/Å.

Calculated values
Frontier orbital gap, eV: 7.8
HOMO, hartree: -0.2877
Relative energy (zero: lowest compared OMol25 entry of this formula, charge and spin), kJ/mol: 2457.7

---

(3)
Entry from the Open Molecules 2025 dataset: the molecule C6H10O2S in a non-equilibrium geometry (ωB97M-V/def2-TZVPD).

```
19
Properties=species:S:1:pos:R:3:forces:R:3:nbo_charge:R:1
C 1.852567 0.103653 -1.870606 -1.4 -0.5 -3.6 0.357
C 1.211311 0.083599 -0.607856 -5.5 -3.3 0.9 -0.219
C -0.223761 -0.625410 -0.556488 6.2 3.2 2.1 0.469
C 1.999759 0.546755 0.598268 2.5 -1.0 -3.4 -0.644
C -1.510393 0.840959 0.880895 -0.4 -1.5 1.1 -0.601
C -0.935015 -0.576952 0.783194 -1.4 -0.2 -0.4 -0.399
O 2.956022 0.504565 -2.152847 1.1 0.4 0.8 -0.574
O -0.868751 -1.097398 -1.582087 1.3 0.2 -1.6 -0.647
S -2.133953 -2.001021 0.932663 -0.2 0.7 -0.1 -0.054
H 1.253366 -0.233986 -2.835883 0.3 0.2 2.0 0.105
H 3.111123 0.235346 0.473088 -1.9 0.4 0.2 0.241
H 2.004834 1.583572 0.657710 0.2 2.3 -0.5 0.219
H 1.673987 0.330276 1.523001 -1.4 -1.7 3.2 0.207
H -0.744308 1.469637 1.253180 1.2 1.0 -0.9 0.233
H -2.168001 0.974966 1.718639 -1.2 -0.5 0.2 0.222
H -1.962273 0.990302 -0.061393 -0.5 1.4 -0.8 0.207
H -0.414444 -0.677285 1.698848 1.6 -0.5 0.3 0.249
H -1.822424 -1.126386 -1.548536 -0.6 -0.2 0.8 0.505
H -3.279647 -1.325192 0.696210 0.2 -0.1 0.1 0.123
```
Forces are in eV/Å.

Calculated values
Frontier orbital gap, eV: 8.5
SMILES: C/C(C=O)=C(/O)[C@@H](C)S
HOMO, hartree: -0.3079
Relative energy (zero: lowest compared OMol25 entry of this formula, charge and spin), kJ/mol: 215.7

---

(4)
Entry from the Open Molecules 2025 dataset: a cluster of 7 separate species, C18H49NO7 in total in a non-equilibrium geometry (ωB97M-V/def2-TZVPD).

```
75
Properties=species:S:1:pos:R:3:forces:R:3:lowdin_charge:R:1
C 3.924251 2.331664 2.227962 3.4 4.2 3.0 -0.028
C 2.896262 2.867888 1.321433 0.8 3.0 -3.1 -0.381
O 3.174504 3.517946 0.283923 -2.0 -2.6 4.2 0.101
N 1.437394 2.692368 1.770938 0.0 1.5 -3.3 -0.003
H 0.849435 3.647993 1.698174 1.7 -2.8 -1.4 0.244
H 1.119909 1.776715 1.113588 -1.2 1.7 -0.5 0.113
C 1.067395 2.328308 3.085920 5.5 1.6 2.8 -0.068
H 3.904300 2.907406 3.347869 -0.7 -1.4 -2.8 0.150
H 5.005908 2.810169 1.935441 -2.7 -1.8 0.1 0.153
H 3.927620 1.305725 2.475446 0.0 -1.2 -0.2 0.055
H 0.079878 2.145119 3.006432 -3.8 0.7 0.9 0.051
H 1.723671 3.098779 3.735207 -2.8 -1.5 -0.4 0.154
H 1.443463 1.392787 3.382575 1.0 -1.4 0.1 0.080
O 0.273124 1.131913 0.099831 0.0 -0.2 0.4 -0.326
H -0.090715 0.405267 -0.430765 0.2 0.0 0.6 0.004
C -3.519310 1.988099 2.792917 -5.5 -5.0 -7.1 -0.013
C -2.654095 1.522382 1.627523 -3.1 1.5 -2.9 -0.512
C -3.548698 1.250108 0.366265 -1.5 1.3 0.1 -0.045
O -1.822256 2.525314 1.201677 0.5 3.0 2.5 -0.054
H -4.073442 2.897181 2.497707 -0.5 -0.9 0.1 0.104
H -3.063437 2.210117 3.542460 6.3 3.0 8.6 -0.059
H -4.059479 1.013234 3.292088 0.2 2.5 -1.9 0.158
H -2.187879 0.621043 1.705251 1.9 -2.6 1.4 0.072
H -4.169865 2.233676 0.228061 0.8 -2.0 0.1 0.113
H -4.131642 0.392701 0.665245 -1.0 -0.1 -0.2 0.062
H -3.132829 0.967556 -0.649475 0.4 0.5 1.4 0.076
H -1.281199 2.188781 0.531068 1.8 -1.0 -1.8 0.006
C 3.964612 -0.441141 -1.508720 3.0 -1.5 -3.8 -0.087
C 2.851837 -0.929365 -0.698215 -0.3 -0.9 2.2 -0.482
C 2.917408 -2.347493 0.015230 1.2 1.0 -4.2 -0.013
O 2.795901 -0.038059 0.436420 -1.5 1.0 0.1 -0.104
H 4.189292 0.622564 -1.531951 -1.1 0.2 -0.1 0.073
H 3.916609 -0.848325 -2.723956 0.2 1.1 3.6 0.164
H 4.888912 -0.798738 -1.079106 0.7 -0.5 -0.1 0.059
H 2.137222 -0.952187 -1.491024 -2.3 0.5 0.6 0.095
H 1.995294 -2.663247 0.390782 -1.8 -0.1 0.4 0.017
H 3.582141 -2.253141 0.843312 1.0 -0.4 0.2 0.064
H 3.160839 -3.027547 -0.869197 0.3 0.2 1.7 0.106
H 1.895018 0.365974 0.503567 0.4 -0.6 -0.6 0.030
C 0.579718 2.989250 -4.257759 -1.1 0.9 4.0 -0.029
C -0.014992 2.145590 -3.054225 3.2 -5.1 -5.2 -0.397
C -1.166581 1.320268 -3.642295 -2.6 2.9 0.3 -0.071
O 0.963181 1.129524 -2.578975 0.0 0.6 -0.3 -0.117
H -0.108321 3.798429 -4.401422 -0.3 0.9 0.2 0.065
H 0.533601 2.540679 -5.160282 0.1 -2.3 -2.7 0.029
H 1.553639 3.385618 -4.095625 0.8 0.2 0.4 0.067
H -0.230764 2.623868 -2.216523 -1.5 2.9 3.3 0.072
H -1.014683 0.721645 -4.598665 0.2 1.0 1.4 0.097
H -1.889739 2.298101 -3.850048 0.9 -2.8 0.0 0.129
H -1.668610 0.718370 -2.836825 0.4 0.4 -0.9 0.054
H 0.854167 1.045419 -1.604751 0.3 0.6 -0.7 0.010
C -1.038466 -1.789158 3.596198 -2.7 -0.2 -4.0 -0.040
C -0.267759 -2.376300 2.367960 0.3 -0.7 -0.5 -0.419
C -0.592020 -3.880080 2.020895 -1.6 5.8 -5.6 -0.018
O -0.786831 -1.751213 1.175788 1.4 1.7 0.9 -0.128
H -0.969177 -0.685952 3.541733 -0.2 -0.5 0.2 0.063
H -0.574489 -2.159173 4.418274 1.0 -1.0 2.9 0.022
H -2.199714 -2.149421 3.506476 2.9 1.0 0.4 0.146
H 0.889771 -2.192399 2.462836 -2.0 -0.3 -0.2 0.157
H -0.168338 -4.046362 0.928466 -0.9 0.0 2.4 0.127
H -1.692704 -3.873399 1.983577 0.4 -0.5 -0.2 0.090
H -0.248437 -4.489101 2.667812 2.5 -4.5 4.5 -0.009
H -0.416635 -0.847065 1.146172 -0.3 -0.2 -0.1 0.070
C -0.681470 -2.373337 -2.485177 -1.0 -3.3 5.7 -0.045
C -2.098088 -2.657417 -1.935374 -1.0 1.2 -0.2 -0.410
C -2.809994 -3.789781 -2.833562 1.2 -0.3 0.5 -0.048
O -2.016724 -3.050997 -0.555738 -2.7 -2.8 -3.3 -0.075
H -0.724817 -2.035258 -3.389741 0.0 1.7 -5.7 0.012
H -0.105478 -3.307075 -2.314338 -0.1 0.5 -0.6 0.107
H -0.241709 -1.637543 -1.870896 0.7 1.1 0.7 0.039
H -2.690059 -1.599017 -1.900908 0.9 -2.4 -0.7 0.157
H -2.062554 -4.569683 -3.215199 -0.7 1.2 0.8 0.089
H -3.296219 -3.433253 -3.744346 0.1 0.5 0.2 0.058
H -3.568020 -4.367397 -2.294032 0.1 0.4 0.2 0.060
H -1.418039 -2.515916 -0.121381 1.9 1.9 1.5 -0.046
```
Forces are in eV/Å.

Calculated values
Frontier orbital gap, eV: 8.9
HOMO, hartree: -0.3363
Relative energy (zero: lowest compared OMol25 entry of this formula, charge and spin), kJ/mol: 730.7

---

(5)
Entry from the Open Molecules 2025 dataset: the molecule C4H5Cl2NS in a non-equilibrium geometry (ωB97M-V/def2-TZVPD).

```
13
Properties=species:S:1:pos:R:3:forces:R:3:nbo_charge:R:1
C -0.827162 -1.132217 -0.471204 0.2 -0.2 2.2 -0.148
C -0.004122 0.041337 0.070804 -0.6 -3.4 -1.0 -0.080
C -0.452401 1.402780 -0.161760 1.7 0.6 0.1 -0.229
C 1.473044 -0.181374 0.099878 0.9 -1.2 -1.0 -0.246
H -0.302587 -1.427295 -1.313944 0.2 -0.6 -2.2 0.220
H -1.298932 1.677461 -0.711351 -1.3 -0.1 -0.5 0.228
H 0.427086 1.967625 -0.428136 0.0 0.9 0.5 0.198
H 0.186213 1.055984 1.717383 0.6 0.6 1.1 0.353
H 1.941757 0.444400 0.797678 0.4 1.3 1.1 0.178
N -0.570379 0.766582 1.148926 -0.6 0.7 -0.2 -0.521
S 2.581593 -1.162305 -0.612164 -1.7 0.5 0.1 0.096
Cl -0.610247 -2.660945 0.561004 -0.3 1.1 -0.3 -0.070
Cl -2.543868 -0.792038 -0.697119 0.6 -0.1 -0.1 0.021
```
Forces are in eV/Å.

Calculated values
Frontier orbital gap, eV: 8.4
SMILES: S=C[C@]1(C(Cl)Cl)CN1
HOMO, hartree: -0.3409
Relative energy (zero: lowest compared OMol25 entry of this formula, charge and spin), kJ/mol: 172.7